1.
This record from OMol25 describes a molecular structure, C21H16ClNO5SSe2Te2V. The level of theory is the ωB97M-V functional and the def2-TZVPD basis.

Calculated values
Gap between HOMO and LUMO (alpha / beta) = 6.52 / 6.61 eV
⟨S²⟩ = 2.026
LUMO level (alpha / beta) = 0.076 / 0.077 Eh

```
! wB97M-V def2-TZVPD RIJCOSX def2/J DEFGRID3
* xyz -1 3
C -0.3563 -2.1015 3.3790
O 1.3470 0.9430 -2.6913
C 4.0078 3.6628 2.0533
C 0.2765 2.9852 -4.3141
O 0.0299 2.3526 4.3956
H 2.9869 3.3674 5.8094
Te -2.7700 4.6574 0.6880
C -1.5492 4.4676 -4.7259
C -1.6016 3.0356 -2.8154
H -2.0956 2.6786 -1.9212
S 1.1907 1.6725 3.9126
H 3.9312 -1.3068 1.7243
C 2.9498 2.8716 2.4566
O 1.6369 0.4963 4.6039
O 1.9266 2.1689 0.3766
C 1.0568 -1.3296 -0.0572
O -0.3313 1.1520 -1.2340
C -2.2018 4.0142 -3.5919
Te -3.2166 2.8227 2.5900
H 4.2580 3.7424 1.0038
C 4.7134 4.3454 3.0356
H 1.2423 2.5713 -4.5716
H 5.5482 4.9754 2.7573
H 2.3497 -1.8636 3.5298
H -1.1058 -1.3068 3.4094
H 3.0886 -0.9016 -0.5833
H 0.1787 4.3380 -5.9851
Se -2.4709 0.8403 1.2212
C 0.6241 -1.8398 2.2700
H -0.8867 -3.0443 3.2256
V -0.1638 1.7072 0.5488
H 0.6921 -1.1659 -1.0610
C 1.9861 -1.7368 2.5182
H -0.8858 -1.7415 0.7493
H 0.1469 -2.1340 4.3445
Cl -2.2954 5.7005 -5.7074
Se -0.3037 4.1325 0.5478
C 2.4143 -1.1903 0.2125
C 0.3134 1.4681 -2.3353
C 2.8754 -1.4087 1.5003
C -0.3622 2.5176 -3.1728
C 3.2795 3.4467 4.7707
C 0.1734 -1.6479 0.9635
C 4.3521 4.2383 4.3755
H -3.1619 4.4261 -3.3122
H 4.9114 4.7873 5.1222
C -0.3126 3.9638 -5.0971
N 1.0556 1.4253 2.2901
C 2.5926 2.7714 3.7850
C 2.0013 2.1043 1.6186
*
```

Mulliken atomic charge list, values in e, 6 entries: -1.5482 -0.6668 -0.5465 -0.3263 -0.6197 0.4669


2.
This record from OMol25 describes a molecular structure, C21H16Co2O8. The level of theory is the ωB97M-V functional and the def2-TZVPD basis.

Calculated values
Gap between HOMO and LUMO = 5.16 eV
LUMO level = 0.177 Eh

```
! wB97M-V def2-TZVPD RIJCOSX def2/J DEFGRID3
* xyz -2 1
C -2.4082 0.0447 0.4383
H -4.4553 -0.3242 0.9270
H 2.0271 2.6960 4.3652
H -0.3809 -1.9831 -1.4240
C 0.8277 0.4210 -1.1745
C 1.7133 1.5248 -4.3974
C -3.5746 -0.7029 0.4115
O 4.0273 -0.6336 -5.3650
C 0.3711 0.4809 3.0853
Co 0.9087 1.1621 -2.8225
C -3.6135 -1.9110 -0.3070
H 2.9956 0.3917 -1.3122
O 0.2641 -3.0679 -4.4317
H -2.3636 1.0236 0.9245
C -2.1020 0.5308 3.8034
C -0.0215 0.3722 -0.1244
H 2.5036 3.1607 2.7288
H -2.0684 -0.5608 3.7858
H 0.7733 3.1770 3.1681
H -2.5261 -3.2648 -1.5953
O -1.0650 2.2996 2.5901
C -1.2360 -0.4267 -0.1969
H -0.4668 -1.4903 3.3121
O -0.2486 3.7896 -2.1857
O 2.1205 1.8935 -5.4110
H 0.1086 1.0727 0.7103
H 1.1153 -1.4214 2.4922
C 0.9865 -2.3033 -3.9472
H -2.1269 0.8707 4.8492
C 3.0953 -2.3841 -2.2591
C -0.4410 0.2291 -3.4541
H -4.5447 -2.4783 -0.3550
H -3.0219 0.8642 3.3137
C 3.2816 -0.8437 -4.5054
O -1.3649 -0.3184 -3.8996
Co 2.1845 -1.2538 -3.2013
C 2.0277 0.1810 -1.7802
C 1.6350 1.2199 2.8688
O 2.6113 0.6413 2.3620
O 3.6797 -3.1429 -1.6055
H 1.0279 -1.1608 4.2461
C -1.2922 -1.6330 -0.9274
C -0.9085 1.1795 3.1304
C 1.7256 2.6592 3.3071
C -2.4767 -2.3578 -0.9885
C 0.1956 2.7545 -2.4397
C 0.5004 -0.9772 3.2906
*
```

Mulliken atomic charge list, values in e, 6 entries: -0.6721 0.3506 0.2772 0.2408 -0.2138 0.1847


3.
This record from OMol25 describes a molecular structure, C21H16N8O9Re. The level of theory is the ωB97M-V functional and the def2-TZVPD basis.

Calculated values
Gap between HOMO and LUMO (alpha / beta) = 6.51 / 7.02 eV
⟨S²⟩ = 0.765
LUMO level (alpha / beta) = -0.299 / -0.291 Eh

```
! wB97M-V def2-TZVPD RIJCOSX def2/J DEFGRID3
* xyz 2 2
H 1.1235 2.3037 4.4632
H 6.1462 -2.1476 -0.0644
O 3.2894 -0.3568 1.6312
C -5.0908 -0.6332 -1.6881
H 0.6902 1.6115 -2.3982
C 4.0492 -1.8068 -1.4759
H 5.2636 -2.1024 1.4756
N -1.5270 -2.6099 -0.6091
Re 0.0273 0.0511 -0.0619
O -5.0524 2.0743 -1.7882
C 0.8066 2.8982 0.6121
C 0.6630 1.3519 2.5971
O -0.6212 -2.0510 0.0664
N 0.7416 2.5507 1.9428
H 1.0140 0.2015 5.7484
H -6.0156 -0.1574 -1.9829
N 0.3514 0.2091 1.9464
N 0.6642 1.9818 -0.3565
O -7.0951 -2.1817 -2.6028
C 1.0501 3.6807 -2.0089
H -3.7361 -3.7281 -1.5627
C 3.1595 -0.7615 0.4987
C 0.3141 -0.9578 2.6799
N -4.2141 1.5793 -1.0750
C 1.0483 4.2413 0.3129
O -5.9304 -3.9955 -2.3671
C -3.7993 -2.6550 -1.4558
C 0.8862 1.3667 3.9750
C 0.5376 -0.9988 4.0159
C 0.8277 0.1990 4.6823
H 1.1433 4.9551 1.1222
H 2.8207 -1.9693 -3.2270
O 0.6683 -0.7128 -1.9332
C 0.8034 2.3906 -1.6568
N 4.1930 -1.4005 -0.1924
C -2.8353 -0.4906 -0.8331
C 2.9060 -1.6421 -2.2025
H 5.8856 -0.6057 0.7808
C -4.9500 -1.9960 -1.7953
C 1.8580 -1.0227 -1.5204
C 5.4564 -1.5757 0.5472
H 4.9192 -2.2798 -1.9112
O -1.7817 0.2097 -0.3817
H 0.0922 -1.8461 2.1252
H 0.9036 3.3275 2.5615
O -3.4663 2.1715 -0.3243
N 1.9956 -0.6432 -0.2277
N -6.0963 -2.7965 -2.3074
H 0.4916 -1.9404 4.5433
C -4.0420 0.1178 -1.1976
H 1.1434 3.9476 -3.0516
H 1.3493 5.6759 -1.2341
C 1.1648 4.6364 -0.9939
C -2.7474 -1.8982 -0.9758
O -1.4472 -3.7699 -0.8648
*
```

Mulliken atomic charge list, values in e, 6 entries: 0.4529 0.3043 -0.5800 -0.4531 0.5721 0.2685


4.
This record from OMol25 describes a molecular structure, C21H16NO5PPd. The level of theory is the ωB97M-V functional and the def2-TZVPD basis.

Calculated values
Gap between HOMO and LUMO = 5.27 eV
LUMO level = 0.166 Eh

```
! wB97M-V def2-TZVPD RIJCOSX def2/J DEFGRID3
* xyz -2 1
C 1.9000 -3.3563 -1.4631
C -1.5068 -2.4505 2.6950
C -2.1291 -0.5879 -1.8202
H -4.1716 2.4449 -0.5877
C -2.3282 1.3641 -0.4308
H 2.3395 0.5399 2.7631
H 0.5878 -0.6891 4.6890
O 1.9674 2.7458 3.5436
H -1.8612 2.0468 0.2735
C 2.2512 -2.9946 -2.7540
H 2.1824 -4.3332 -1.0856
H -5.1311 0.9186 -2.2806
H -1.7748 -2.1077 0.5928
C -0.8344 -2.0559 3.8448
C 1.5593 4.4331 -0.8683
C 2.9695 3.6797 -0.9089
H -1.5589 -1.4404 -2.1684
H -2.2338 -3.2543 2.7434
H 0.9185 -2.7727 0.3559
C 1.8958 -1.7372 -3.2346
H 2.1896 -1.4357 -4.2329
C -3.4003 -0.3512 -2.3253
O 1.4068 5.4274 -1.5873
N 0.8432 1.9884 3.0000
H 0.9679 0.1432 -2.7636
H -3.8184 -1.0182 -3.0718
O 3.8483 4.1455 -1.6493
H 2.2158 3.3306 2.8220
C 0.3351 -0.3493 2.5907
C -1.5789 0.2642 -0.8629
C -4.1427 0.7315 -1.8770
C 0.0783 -1.0117 3.7883
O 3.0734 2.6374 -0.1907
H -1.0270 -2.5548 4.7882
C 1.1901 -2.4808 -0.6513
C -3.6005 1.5879 -0.9244
H 2.8223 -3.6738 -3.3760
O 0.6605 3.9436 -0.1031
C -0.3263 -0.7656 1.4309
P 0.0906 0.1281 -0.1257
Pd 1.0562 2.0119 0.9229
C -1.2499 -1.8086 1.4939
C 1.2039 -0.8598 -2.4232
C 0.8207 -1.2223 -1.1233
C 1.2996 0.7986 2.5518
*
```

Mulliken atomic charge list, values in e, 6 entries: -0.6371 -0.6451 -0.0233 0.3637 -0.6105 0.4421


5.
This record from OMol25 describes a molecular structure, C21H17AsClF12N3O4PtS2. The level of theory is the ωB97M-V functional and the def2-TZVPD basis.

Calculated values
Gap between HOMO and LUMO (alpha / beta) = 7.73 / 4.82 eV
⟨S²⟩ = 8.812
LUMO level (alpha / beta) = -0.141 / -0.281 Eh

```
! wB97M-V def2-TZVPD RIJCOSX def2/J DEFGRID3
* xyz 1 6
C 1.7896 1.4270 4.4386
C -3.0695 1.4784 1.9865
C 1.8664 -0.8512 2.8408
C 1.3953 -0.5951 -3.2397
C 0.8932 -0.7175 3.8238
C -1.8141 2.3491 -3.1578
H 3.5166 2.0647 3.3346
O 0.8754 1.2937 0.5723
F -3.1397 2.3783 -3.1177
H 0.6299 -0.0208 -3.7324
C -4.2369 1.4788 1.2229
H -5.4129 0.3214 -0.1434
O -1.6018 3.6292 -0.8165
H 4.1982 -2.3303 -2.8635
F -1.3760 -4.3002 -4.2860
C 1.9164 -2.0803 1.9639
As -1.3995 -3.0923 -3.0922
N 1.7266 -1.7364 0.5587
C -4.5109 0.3800 0.4511
H 0.1078 0.5059 5.4018
F -1.4167 -1.7930 -1.7861
C 2.6372 -2.0354 -0.2937
C -3.6131 -0.7373 0.4200
H 2.8861 -1.0839 -4.8573
H -4.9089 2.3237 1.2422
C 3.2661 -1.7929 -2.8151
F -0.8437 -1.8685 -4.1863
C 0.8538 0.4195 4.6221
C -2.3757 -0.7201 1.1434
F 0.2469 -3.3884 -2.6232
H -0.7127 -1.7892 1.8946
N 0.3369 2.2121 -1.6861
C -2.1611 0.3912 1.9504
F -1.9300 -4.1712 -1.8507
H -1.2468 0.4490 2.5315
S 1.3941 2.1405 -0.5335
N 1.3419 -0.8809 -1.9598
H 1.1236 -2.7752 2.2467
Cl -4.0655 -2.0778 -0.4463
C 2.6048 -1.1629 -3.8210
F -3.0313 -2.6325 -3.4018
C 1.5024 3.8210 0.2623
H 2.8724 -2.5989 2.0812
S -1.2137 2.3922 -1.4108
H 0.1849 -1.5212 3.9964
F -1.4155 1.2205 -3.7318
Pt -0.0232 -0.5070 -0.4227
F 1.3646 4.7547 -0.6601
O -1.7711 1.1730 -0.8096
H 3.5810 0.0581 1.9171
F 0.5553 3.9485 1.1799
H -2.8330 2.3325 2.6080
C 2.7748 1.2890 3.4695
H -1.5636 -2.6479 0.5063
C 2.8135 0.1541 2.6768
H 3.5373 -2.5757 -0.0061
F -1.3602 3.3855 -3.8355
C 2.4656 -1.6117 -1.6498
F 2.6917 3.9249 0.8377
H 1.7652 2.3092 5.0639
O 2.6842 1.8113 -1.0340
C -1.3529 -1.7213 1.0256
*
```

Mulliken atomic charge list, values in e, 6 entries: -0.5994 -0.5697 1.0258 -0.3510 -0.4711 0.5324